Entry from the OMol25 dataset: a molecular structure, C53H45BrF4NO3P2RuSe (wB97M-V/def2-TZVPD).

The energy relative to the best compared isomer or geometry (same formula, charge and spin) is 1.8335 eV. The LUMO energy (alpha / beta) comes out at -0.54 / -0.38 eV. The gap between HOMO and LUMO (alpha / beta) comes out at 6.6 / 6.7 eV. As for the spin multiplicity: 2. Its expectation value of S² is 0.7717. The calculation puts the strongest force on any atom at 0.79 eV/A.

Last column: Löwdin spin population.
Atoms and positions in Å:
Ru1 -0.194 -0.370 -0.332  0.896
F1 -5.575 -5.243 -0.152  0.000
C1 -4.878 -4.135 0.054  0.000
C2 -5.333 -3.181 0.944  0.000
F2 -6.475 -3.373 1.592  0.000
C3 -4.594 -2.028 1.145  0.000
F3 -5.110 -1.137 1.989  0.000
C4 -3.384 -1.791 0.499  0.003
P1 -2.457 -0.210 0.764  0.012
C5 -3.798 0.894 0.174  -0.001
C6 -4.688 1.628 0.957  -0.001
C7 -5.731 2.319 0.360  0.000
C8 -5.917 2.265 -1.014  0.000
C9 -5.054 1.513 -1.794  0.000
C10 -4.002 0.840 -1.196  0.000
C11 -2.505 -0.046 2.577  0.001
C12 -2.502 -1.166 3.406  0.000
C13 -2.595 -1.017 4.779  0.000
C14 -2.701 0.249 5.340  0.000
C15 -2.678 1.366 4.522  0.000
C16 -2.554 1.221 3.148  0.000
C17 -2.963 -2.758 -0.409  0.000
Br1 -1.394 -2.578 -1.442  0.003
C18 -3.693 -3.914 -0.628  0.000
F4 -3.283 -4.838 -1.496  0.000
H1 -4.595 1.643 2.032  0.000
H2 -6.413 2.888 0.977  0.000
H3 -6.737 2.801 -1.473  0.000
H4 -5.192 1.458 -2.867  0.000
H5 -3.321 0.248 -1.789  0.000
H6 -2.412 -2.155 2.979  0.000
H7 -2.591 -1.894 5.412  0.000
H8 -2.791 0.363 6.412  0.000
H9 -2.721 2.360 4.950  0.000
H10 -2.484 2.106 2.529  0.000
N1 0.616 -1.843 -3.273  0.001
C19 1.994 -1.776 -3.321  0.000
C20 2.677 -2.610 -4.220  0.000
C21 4.045 -2.563 -4.347  0.000
C22 4.783 -1.673 -3.572  0.000
C23 4.117 -0.872 -2.668  0.000
C24 2.721 -0.895 -2.509  0.000
P2 2.019 0.144 -1.164  -0.003
C25 3.424 0.077 0.024  0.001
C26 3.884 -1.152 0.498  0.000
C27 4.908 -1.207 1.426  0.000
C28 5.506 -0.040 1.885  0.000
C29 5.077 1.182 1.397  0.000
C30 4.046 1.239 0.469  0.000
C31 2.124 1.870 -1.764  -0.002
C32 1.221 2.820 -1.312  0.000
C33 1.339 4.150 -1.690  0.000
C34 2.348 4.542 -2.555  0.000
C35 3.237 3.594 -3.043  0.000
C36 3.126 2.270 -2.650  0.000
H11 0.201 -2.286 -4.077  0.000
H12 0.184 -0.958 -2.996  0.001
H13 2.097 -3.293 -4.829  0.000
H14 4.540 -3.218 -5.053  0.000
H15 5.859 -1.618 -3.659  0.000
H16 4.704 -0.221 -2.036  0.000
H17 3.430 -2.068 0.151  0.000
H18 5.241 -2.168 1.795  0.000
H19 6.307 -0.086 2.610  0.000
H20 5.536 2.100 1.741  0.000
H21 3.719 2.206 0.113  0.000
H22 0.404 2.515 -0.667  0.001
H23 0.628 4.875 -1.314  0.000
H24 2.436 5.577 -2.858  0.000
H25 4.018 3.883 -3.733  0.000
H26 3.820 1.548 -3.053  0.000
C37 0.052 1.393 -4.377  -0.001
C38 -1.049 1.101 -3.344  0.005
C39 -2.044 0.129 -4.015  0.000
C40 -1.730 2.424 -3.006  0.002
O1 -0.372 0.570 -2.195  0.008
H27 0.496 0.478 -4.769  0.000
H28 0.841 1.999 -3.936  0.000
H29 -0.373 1.943 -5.219  0.000
H30 -1.951 0.204 -5.099  0.000
H31 -3.087 0.345 -3.788  0.000
H32 -1.847 -0.906 -3.743  0.000
H33 -2.292 2.785 -3.871  0.000
H34 -0.991 3.178 -2.747  0.000
H35 -2.420 2.320 -2.170  0.000
Se1 0.759 0.623 1.764  -0.048
C41 0.820 2.450 2.366  -0.002
C42 0.478 2.609 3.711  -0.004
C43 0.636 3.829 4.350  0.000
C44 1.127 4.924 3.658  -0.003
C45 1.506 4.769 2.334  0.000
C46 1.379 3.540 1.704  -0.002
H36 0.098 1.760 4.260  0.000
H37 0.367 3.921 5.396  0.000
H38 1.238 5.881 4.152  0.000
H39 1.932 5.601 1.788  0.000
H40 1.752 3.430 0.696  0.000
O2 1.159 -2.156 0.061  0.076
C47 0.585 -2.560 1.110  0.010
O3 -0.471 -1.992 1.487  0.040
C48 1.181 -3.661 1.907  0.002
C49 0.975 -3.681 3.281  0.001
C50 1.560 -4.677 4.047  0.000
C51 2.332 -5.656 3.438  0.001
C52 2.534 -5.636 2.065  0.000
C53 1.967 -4.631 1.297  0.001
H41 0.365 -2.909 3.731  0.000
H42 1.415 -4.690 5.119  0.000
H43 2.784 -6.436 4.038  0.000
H44 3.137 -6.402 1.594  0.000
H45 2.130 -4.586 0.228  0.000